# 1
{"formula": "C35H65N5O15", "method": "ωB97M-V/def2-TZVPD", "symbols": ["C", "C", "O", "N", "C", "H", "H", "H", "H", "H", "H", "H", "C", "C", "O", "N", "C", "H", "H", "H", "H", "H", "H", "H", "C", "C", "O", "N", "C", "H", "H", "H", "H", "H", "H", "H", "C", "C", "O", "N", "C", "H", "H", "H", "H", "H", "H", "H", "C", "C", "O", "N", "C", "H", "H", "H", "H", "H", "H", "H", "O", "C", "O", "C", "C", "C", "H", "H", "H", "H", "H", "H", "O", "C", "O", "C", "C", "C", "H", "H", "H", "H", "H", "H", "O", "C", "O", "C", "C", "C", "H", "H", "H", "H", "H", "H", "O", "C", "O", "C", "C", "C", "H", "H", "H", "H", "H", "H", "O", "C", "O", "C", "C", "C", "H", "H", "H", "H", "H", "H"], "xyz": [[-6.786878, -6.497949, 2.153540], [-8.002838, -5.925509, 1.447650], [-8.138588, -4.713969, 1.413160], [-8.752908, -6.740569, 0.742930], [-9.957808, -6.424199, 0.010690], [-6.631138, -7.560499, 1.966900], [-6.891118, -6.413549, 3.235260], [-5.956368, -5.890769, 1.793440], [-8.520088, -7.710699, 0.900180], [-9.821788, -5.532329, -0.601000], [-10.849298, -6.485359, 0.634860], [-10.111428, -7.207179, -0.731910], [1.850912, 6.976151, -6.019060], [3.234842, 6.367451, -6.357210], [4.273802, 6.715461, -5.818630], [3.286462, 5.396761, -7.244240], [2.223002, 4.771961, -8.043880], [1.132282, 6.888201, -6.833880], [1.974862, 8.003661, -5.677070], [1.454822, 6.423651, -5.167030], [4.219812, 5.015091, -7.301530], [1.805192, 5.494511, -8.744930], [1.430662, 4.450651, -7.367820], [2.605212, 3.902531, -8.578770], [1.375322, 4.309671, 7.538330], [1.075582, 5.145041, 8.806710], [1.544392, 4.832841, 9.862350], [0.184002, 6.116231, 8.620810], [-0.311138, 7.047511, 9.540230], [0.530182, 4.131711, 6.873370], [1.699512, 3.308341, 7.821790], [2.154182, 4.785671, 6.942590], [-0.205958, 6.325771, 7.713000], [0.244292, 7.984001, 9.489580], [-0.248958, 6.751111, 10.587310], [-1.351308, 7.171891, 9.239100], [9.237042, 4.798021, 1.280920], [8.050782, 5.683561, 1.015560], [8.154422, 6.907691, 0.766740], [6.887702, 5.090821, 0.732230], [5.641562, 5.755131, 0.426080], [9.156842, 3.802871, 0.843490], [9.217242, 4.703111, 2.366600], [10.074882, 5.413891, 0.954080], [6.900792, 4.091541, 0.586050], [4.894342, 5.279571, 1.061380], [5.411392, 5.417701, -0.584490], [5.578822, 6.825311, 0.623270], [-1.808688, -5.896399, -7.152920], [-2.729798, -5.889349, -5.949470], [-2.328078, -5.458849, -4.854820], [-3.960768, -6.304529, -6.239380], [-5.037418, -6.420209, -5.243620], [-1.293278, -4.942119, -7.261530], [-2.355058, -6.255489, -8.025070], [-0.980268, -6.598889, -7.061720], [-4.261568, -6.576539, -7.164380], [-5.162888, -7.412689, -4.810780], [-5.986278, -6.164999, -5.715450], [-4.974448, -5.659039, -4.465960], [6.289422, -0.348849, 3.450610], [7.156802, -0.885599, 4.140140], [8.249442, -1.265039, 3.478730], [9.165792, -1.797869, 4.429650], [8.448662, -2.062629, 5.690100], [7.252922, -1.119529, 5.606340], [9.876122, -0.998149, 4.639360], [9.671272, -2.669739, 4.014400], [9.017182, -1.834939, 6.591790], [8.157952, -3.109409, 5.778630], [7.414832, -0.118449, 6.006010], [6.319162, -1.578139, 5.931710], [-5.249498, 2.728041, 10.342650], [-4.944008, 2.015031, 9.386540], [-4.151188, 0.932731, 9.566780], [-3.748988, 0.302721, 8.384670], [-4.444188, 1.032761, 7.311030], [-5.190968, 2.196991, 7.933950], [-4.029018, -0.750339, 8.412050], [-2.662608, 0.344121, 8.306230], [-5.138648, 0.441161, 6.714510], [-3.740228, 1.472141, 6.604290], [-6.236518, 2.037621, 7.670280], [-4.825488, 3.193231, 7.684900], [5.583302, -5.948739, -5.323890], [5.794142, -5.029519, -4.555570], [6.131522, -5.250049, -3.334310], [6.619552, -4.082939, -2.665180], [6.648152, -2.955779, -3.811040], [5.749692, -3.541789, -4.931510], [7.641272, -4.133759, -2.288870], [5.884252, -3.864289, -1.890810], [7.678942, -2.843659, -4.147200], [6.375132, -1.998909, -3.366100], [6.211372, -3.438739, -5.913510], [4.760332, -3.090779, -5.008020], [-5.690498, 1.309831, -7.084390], [-6.746878, 0.839521, -6.650380], [-7.963608, 1.179971, -7.220220], [-8.989698, 0.423651, -6.623890], [-8.275108, -0.719449, -5.927020], [-6.900888, -0.239869, -5.562010], [-9.629148, 0.053071, -7.425060], [-9.584918, 0.983651, -5.902640], [-8.249878, -1.599769, -6.569290], [-8.783588, -0.983119, -4.999640], [-6.059148, -0.921749, -5.682920], [-6.885018, 0.376761, -4.663340], [-0.968158, 2.015671, -1.585740], [-0.958978, 0.898731, -1.108090], [-1.913998, 0.403781, -0.404530], [-1.685758, -0.855199, 0.112920], [-0.182898, -0.904559, 0.124710], [0.162062, -0.160959, -1.167830], [-2.137888, -1.614419, -0.525240], [-2.043368, -1.001279, 1.132170], [0.292902, -1.884829, 0.097250], [0.086942, -0.369719, 1.035340], [0.101482, -0.837149, -2.020580], [1.181102, 0.225101, -1.192520]], "forces_ev_per_a": [[-0.40, -0.40, 0.08], [1.51, 2.10, 0.29], [-0.41, 0.40, 0.28], [-0.66, -2.38, -0.33], [0.14, -0.69, -0.68], [0.16, 0.01, -0.25], [0.01, 0.35, -0.05], [0.10, -0.24, 0.25], [-0.38, 0.02, -0.33], [-0.27, 0.31, 0.66], [0.02, 0.75, 0.07], [0.17, -0.22, 0.00], [0.80, -0.38, 0.04], [-0.70, 1.55, 1.23], [-0.16, 0.48, 0.47], [0.05, -2.11, -1.88], [0.04, 0.60, 0.84], [0.09, 0.17, 0.01], [0.05, -0.07, -0.28], [-0.04, -0.14, 0.02], [-0.09, -0.02, -0.20], [0.01, -0.13, -0.16], [-0.13, -0.17, -0.18], [0.07, 0.21, 0.10], [0.03, -0.05, 0.07], [-0.28, -1.69, -1.98], [0.74, 0.10, 1.57], [-0.40, 0.25, -1.56], [-0.44, 1.05, 1.42], [-0.27, 0.43, 0.10], [0.25, 0.25, 0.26], [0.10, -0.01, 0.07], [0.61, -0.74, -0.18], [-0.19, 0.30, -0.12], [-0.08, -0.46, -0.19], [-0.08, 0.56, 0.55], [-0.57, 0.83, 0.81], [0.02, 2.52, -3.12], [0.37, -1.54, 1.58], [-0.06, -0.90, 0.84], [-0.55, -1.20, 0.07], [0.14, 0.19, -0.13], [0.58, -0.24, 0.13], [0.22, -0.59, 0.10], [-0.14, 0.14, 0.33], [-0.27, 0.11, 0.07], [-0.39, 0.89, -0.25], [0.65, -0.23, -0.42], [0.30, -0.55, -0.11], [2.37, 1.26, 0.71], [-1.17, -0.92, -1.26], [-2.35, -0.67, 1.05], [-0.39, 0.71, -0.23], [-0.51, 0.14, -0.23], [0.15, 0.57, -0.32], [-0.11, -0.23, 0.53], [0.71, 0.14, 0.11], [0.40, 0.00, 0.03], [0.00, -0.19, -0.35], [0.63, -0.25, 0.09], [0.76, -0.86, 2.09], [-2.42, 1.92, -3.48], [0.57, -0.95, 0.59], [1.90, 0.51, -0.56], [-0.88, -0.34, 1.76], [-0.39, -0.55, -0.54], [0.47, -0.11, -0.33], [-0.02, 0.18, -0.09], [0.33, -0.11, -0.21], [-0.31, 0.06, -0.07], [-0.06, -0.18, 0.52], [0.06, 0.43, 0.30], [0.36, -1.60, -2.30], [0.00, 1.33, 2.89], [-0.17, 0.18, 1.64], [0.45, -0.96, 0.24], [-0.06, 1.28, -2.77], [-0.52, -0.42, -0.05], [-0.04, -0.03, 0.19], [0.03, 0.10, 0.08], [0.17, -0.23, 0.16], [0.16, -0.36, -0.18], [-0.13, 0.79, 0.37], [-0.26, -0.10, -0.29], [-0.05, 0.89, 0.61], [-1.32, -0.68, -3.82], [1.46, -0.33, 2.61], [-0.63, 1.89, -1.43], [-0.23, -0.66, 0.92], [1.23, 0.18, 0.78], [-0.28, -0.85, 0.19], [0.33, 0.15, 0.15], [-0.06, -0.12, -0.12], [-0.30, -0.02, -0.27], [-0.06, -0.05, 0.06], [-0.11, -0.40, 0.32], [-2.88, -0.99, 1.25], [2.76, 1.08, -2.02], [1.45, 0.31, 0.62], [-0.24, -0.76, 0.09], [-0.79, -1.40, 1.24], [0.03, 1.99, -1.83], [-0.13, 0.14, 0.12], [0.08, 0.43, -0.17], [0.14, 0.00, 0.03], [-0.36, -0.30, -0.21], [-0.23, 0.05, 0.43], [0.16, -0.56, 0.45], [-0.17, -1.22, 0.52], [2.96, 1.50, -2.42], [-3.65, 1.18, 1.23], [0.78, -2.07, 0.35], [0.96, -0.78, -0.42], [0.17, 0.39, 0.82], [-0.10, -0.02, -0.11], [-0.51, 0.52, -0.17], [-0.34, -0.12, 0.43], [0.62, 0.10, -0.19], [-0.48, 0.09, -0.12], [-0.27, 0.43, 0.08]], "de_lowest_kcal_mol": 0.00, "smiles": "O=C1CCCO1.O=C1CCCO1.O=C1CCCO1.O=C1CCCO1.O=C1CCCO1.CNC(C)=O.CNC(C)=O.CNC(C)=O.CNC(C)=O.CNC(C)=O", "charge": 0, "e_lumo_ev": 0.14}

# 2
{"formula": "C21H21ClN2O5", "method": "ωB97M-V/def2-TZVPD", "symbols": ["C", "H", "O", "C", "C", "C", "C", "C", "C", "H", "H", "C", "C", "N", "C", "O", "C", "C", "C", "C", "C", "C", "H", "H", "H", "H", "Cl", "H", "C", "O", "N", "C", "C", "C", "C", "O", "O", "H", "H", "H", "H", "H", "H", "H", "H", "H", "H", "H", "H", "H"], "xyz": [[-2.048497, 4.605816, -5.391839], [-1.131722, 5.141674, -5.657936], [-1.782180, 3.270515, -5.037558], [-0.977377, 3.028110, -3.968240], [-0.386113, 4.004563, -3.171703], [0.412062, 3.635033, -2.106753], [0.634233, 2.295855, -1.785257], [0.056422, 1.324947, -2.610959], [-0.732023, 1.683921, -3.680933], [-1.170610, 0.936164, -4.322959], [0.271693, 0.279306, -2.449816], [1.462236, 1.974795, -0.634313], [1.337823, 0.922484, 0.190790], [0.308253, -0.014132, 0.063166], [0.411632, -1.333724, 0.353757], [1.434759, -1.858199, 0.752897], [-0.823358, -2.146335, 0.116893], [-2.139879, -1.715884, 0.282386], [-3.197117, -2.592773, 0.081299], [-2.958461, -3.903526, -0.289761], [-1.656379, -4.351991, -0.444888], [-0.606933, -3.479733, -0.234451], [0.417127, -3.808401, -0.331706], [-1.460999, -5.375566, -0.724396], [-3.789818, -4.573070, -0.448669], [-4.206917, -2.239394, 0.220361], [-2.537998, -0.110347, 0.797171], [-0.523241, 0.314935, -0.412099], [2.283542, 0.801510, 1.349660], [3.453310, 1.121645, 1.255230], [1.711902, 0.424661, 2.509692], [2.506806, 0.222673, 3.699711], [1.952207, -0.906388, 4.563660], [1.797968, -2.223115, 3.796669], [0.413598, -2.419950, 3.245928], [-0.404769, -1.550869, 3.062060], [0.157419, -3.701090, 2.983764], [-0.712629, -3.802143, 2.566495], [2.036119, -3.087831, 4.416067], [2.465667, -2.240885, 2.930569], [2.627590, -1.049806, 5.407440], [0.978028, -0.607774, 4.957857], [2.533292, 1.150306, 4.286724], [3.528363, 0.004008, 3.373176], [0.752154, 0.110747, 2.548650], [2.236826, 2.686848, -0.386729], [0.865077, 4.403193, -1.497168], [-0.536338, 5.053285, -3.374825], [-2.562370, 5.140865, -4.586592], [-2.700380, 4.555066, -6.262523]], "forces_ev_per_a": [[-0.05, 0.24, -0.05], [-0.04, -0.02, 0.02], [0.12, -0.32, 0.15], [0.07, -0.12, 0.10], [-0.22, 0.14, -0.33], [0.03, -0.32, 0.13], [-0.24, 0.17, -0.26], [0.06, 0.14, -0.09], [-0.15, 0.16, -0.15], [-0.04, -0.09, -0.08], [0.00, -0.08, 0.02], [0.19, -0.44, 0.56], [0.48, 0.34, -0.49], [-0.17, 0.20, -0.14], [0.01, 0.00, -0.16], [0.09, -0.03, -0.25], [-0.16, -0.17, 0.05], [0.07, -0.22, -0.06], [-0.05, 0.05, -0.02], [0.03, 0.06, 0.04], [0.01, -0.02, 0.00], [0.04, 0.12, -0.04], [0.07, -0.01, 0.01], [0.03, -0.09, -0.03], [-0.08, -0.05, -0.01], [-0.07, 0.05, 0.03], [-0.28, 0.09, 0.08], [0.11, -0.15, 0.19], [-0.17, 0.20, 0.18], [0.18, 0.07, -0.11], [-0.16, -0.08, 0.26], [0.16, 0.13, 0.18], [-0.04, 0.05, -0.23], [-0.02, 0.07, 0.11], [0.00, 0.01, 0.09], [-0.20, 0.19, 0.08], [0.10, -0.60, -0.03], [0.05, 0.30, 0.04], [0.01, 0.00, -0.03], [0.00, -0.10, 0.02], [-0.04, 0.03, 0.02], [0.05, -0.02, 0.11], [0.13, -0.13, -0.03], [-0.10, 0.03, 0.10], [0.00, 0.05, -0.15], [0.09, -0.02, 0.12], [0.05, 0.07, 0.06], [-0.03, 0.08, -0.04], [0.03, -0.02, -0.03], [0.05, 0.06, 0.07]], "de_lowest_kcal_mol": 0.86, "smiles": "COc1ccc(/C=C(\\NC(=O)c2ccccc2Cl)C(=O)NCCCC(=O)O)cc1", "charge": 0, "e_lumo_ev": 0.19}

# 3
{"formula": "C4H8O2", "method": "ωB97M-V/def2-TZVPD", "symbols": ["C", "C", "O", "C", "C", "O", "H", "H", "H", "H", "H", "H", "H", "H"], "xyz": [[-0.950828, 0.317317, -1.118352], [-0.132667, 0.572378, 0.112297], [-0.283917, 1.871943, 0.579598], [0.078032, -0.514117, 1.099574], [1.453754, -0.470693, 0.431526], [1.588786, -1.427013, -0.539102], [-2.001818, 0.151718, -0.857058], [-0.575352, -0.565760, -1.646658], [-0.887211, 1.182331, -1.782950], [0.189717, 1.950165, 1.418632], [0.039877, -0.234976, 2.153490], [-0.513907, -1.418019, 0.924226], [1.170978, 0.612375, -0.205712], [0.824561, -2.027643, -0.569510]], "forces_ev_per_a": [[0.04, 0.03, -0.04], [-0.26, -0.16, -0.05], [0.14, 0.00, 0.22], [-0.10, 0.00, 0.11], [-0.11, -0.01, 0.05], [-0.08, -0.14, -0.02], [0.15, 0.02, -0.04], [-0.08, 0.14, 0.05], [-0.01, -0.12, 0.04], [-0.09, 0.06, -0.09], [0.06, -0.01, -0.14], [0.12, 0.11, -0.01], [0.07, -0.01, -0.11], [0.15, 0.09, 0.02]], "de_lowest_kcal_mol": 102.32, "charge": 0, "e_lumo_ev": 0.81}

| no. | HOMO energy (eV) | frontier orbital gap (eV) |
| --- | --- | --- |
| 1 | -9.047 | 9.19 |
| 2 | -7.966 | 8.15 |
| 3 | -7.989 | 8.80 |